Below is the ion C9H15NO4P with charge +1 in a non-equilibrium geometry, with properties calculated with ωB97M-V/def2-TZVPD.

For the LUMO energy (spin up / spin down), the calculation gives -5.804 / -5.804 eV. The total charge is +1. The energy is -1048.5961 a.u. As for the energy above the lowest of the compared OMol25 structures with the same formula, charge and spin: 688.1 kJ/mol. The calculation puts the HOMO energy (spin up / spin down) at -0.4873 / -0.4873 Eh. The calculation puts the frontier orbital gap (spin up / spin down) at 0.2740 / 0.2740 Ha.

Last column: Löwdin charge in e.
Cartesian coordinates (Å):
C: 3.2419 -1.5799 -0.4619  -0.284
C: 2.4504 2.5288 -0.2437  -0.258
C: -1.9927 0.4851 -0.5321  -0.115
C: -1.3023 -0.8840 -0.5400  -0.090
C: -2.1930 0.6884 1.0058  -0.033
C: -0.3201 -0.7410 0.6861  -0.404
C: 0.0336 -2.1107 1.2853  0.006
C: 2.2577 -0.4870 -0.9038  -0.145
C: 1.0699 1.9355 -0.3145  -0.220
N: -1.0672 0.0054 1.6056  -0.164
O: 3.2067 -2.0519 0.6208  0.085
O: 3.3792 1.7951 -0.0757  0.054
O: -0.7119 0.0417 2.7447  0.230
O: 1.6189 0.4828 1.9058  -0.217
P: 1.3047 0.4040 0.5283  0.797
H: 3.9193 -1.9189 -1.4292  0.179
H: 2.4213 3.6203 -0.5544  0.159
H: -1.4411 1.4303 -0.7586  0.101
H: -2.8839 0.4654 -1.2166  0.147
H: -1.9797 -1.7044 -0.2140  0.145
H: -0.8929 -0.9770 -1.5122  0.107
H: -2.1709 1.6798 1.1715  0.106
H: -3.0612 0.2981 1.4437  0.145
H: -0.8635 -2.6251 1.5158  0.091
H: 0.7531 -2.0712 2.0487  0.075
H: 0.5436 -2.6733 0.4502  0.119
H: 1.5977 -0.9615 -1.5223  0.055
H: 2.9088 0.3115 -1.2920  0.088
H: 0.6934 1.6698 -1.3287  0.125
H: 0.3566 2.6141 0.1846  0.117

***

Below is a cluster of 8 separate species, C28H52BrCl2FN4O31PS9 in total in a non-equilibrium geometry, with properties calculated with ωB97M-V/def2-TZVPD.

For the LUMO energy, the calculation gives -4.004 eV. The total charge is +1. The energy is -11168.1615 a.u. The calculation puts the HOMO energy at -0.3658 Eh. The calculation puts the frontier orbital gap at 0.2186 Ha.

Last column: Löwdin charge in e.
Cartesian coordinates (Å):
C: -1.2374 -3.9891 -2.9815  -0.111
C: -0.2098 -3.8685 -1.7179  -0.272
N: -0.7841 -3.1579 -0.5228  -0.197
C: 0.3983 -2.6027 0.2196  -0.230
C: 0.5357 -1.0310 -0.2608  -0.068
C: -1.6453 -4.0248 0.3125  -0.947
S: -2.3664 -3.4510 1.7559  0.596
S: -2.0490 -5.7748 -0.1562  0.824
C: -3.6321 -6.3536 0.6237  -0.483
C: -4.7479 -6.9093 -0.4416  -0.207
C: -6.1924 -6.2687 -0.0991  -0.108
C: -6.6916 -5.1387 -1.1923  -0.303
C: -6.9032 -5.6547 -2.7007  -0.483
Cl: -8.4247 -6.5627 -3.2876  0.571
C: -5.8902 -5.4905 -3.7476  -0.566
C: -4.4739 -4.7616 -3.5235  -0.130
Cl: -6.1878 -6.1684 -5.4584  0.546
N: -6.0163 -3.7886 -0.9657  0.145
C: -7.0760 -2.7130 -0.9792  -0.220
N: -6.8709 -1.4069 -0.7385  0.073
P: -5.2359 -0.7573 -0.3762  0.712
O: -4.7244 -1.3289 0.9826  -0.335
O: -4.1482 -1.0462 -1.6704  -0.150
O: -5.3579 0.9532 -0.1450  -0.168
N: -8.3608 -3.4484 -1.2573  -0.409
Br: -9.9148 -2.4745 -0.9050  0.877
C: -8.1218 -4.7141 -0.4952  -0.304
F: -9.1537 -5.7049 -0.3476  -0.013
H: -0.7637 -3.4781 -3.8984  0.079
H: -2.1799 -3.3766 -2.6909  0.068
H: -1.4736 -5.0926 -3.2593  0.072
H: 0.6648 -3.1896 -2.1021  0.125
H: 0.3107 -4.8863 -1.4557  0.123
H: 1.4102 -3.1266 -0.0565  0.129
H: 0.3260 -2.6426 1.3668  0.106
H: 1.0390 -0.3643 0.5303  0.044
H: -0.5543 -0.6335 -0.4206  0.097
H: 1.0355 -0.9696 -1.3070  0.052
H: -4.1743 -5.5808 1.2836  0.042
H: -3.3440 -7.2370 1.3374  0.099
H: -4.8369 -8.0559 -0.2159  0.125
H: -4.4218 -6.8330 -1.5425  0.092
H: -6.9830 -7.1302 -0.1646  0.143
H: -6.2960 -5.8357 0.9689  0.132
H: -4.6941 -3.6759 -3.1702  0.077
H: -3.9504 -4.6418 -4.5648  0.094
H: -3.7224 -5.3283 -2.8610  0.049
H: -5.4530 -3.7878 -0.0941  0.138
H: -7.6493 -0.7191 -0.7425  0.089
H: -3.9910 -0.1517 -2.0947  0.103
H: -5.3280 1.0835 0.8445  0.103
H: -7.8900 -4.3633 0.5781  0.171
C: -0.9561 2.6242 -4.1144  -0.177
C: -0.5682 3.5132 -2.9403  -0.166
O: 0.4139 2.7707 -2.2211  -0.203
S: 1.2658 1.8662 -3.2671  0.663
O: 2.4775 2.5669 -3.5828  -0.221
O: 1.2465 0.5064 -2.8125  -0.239
O: 0.2564 2.0026 -4.5355  -0.189
H: -1.6511 1.8386 -3.8019  0.121
H: -1.3975 3.1933 -4.9348  0.136
H: -1.4183 3.7498 -2.2987  0.139
H: -0.1038 4.4421 -3.2855  0.136
C: 3.9051 2.3434 1.3014  -0.144
C: 3.4851 3.0083 2.6046  -0.181
O: 2.0743 3.1906 2.4920  -0.173
S: 1.4527 1.9786 1.6033  0.662
O: 0.9361 0.9807 2.5008  -0.239
O: 0.6744 2.5490 0.5403  -0.233
O: 2.8548 1.4290 0.9843  -0.289
H: 3.9756 3.0748 0.4904  0.135
H: 4.8554 1.8142 1.3961  0.136
H: 3.9853 3.9641 2.7638  0.128
H: 3.6733 2.3538 3.4578  0.106
C: 4.2762 2.0342 8.1067  -0.172
C: 5.7556 1.7990 7.8324  -0.174
O: 5.9828 2.3412 6.5323  -0.190
S: 4.9900 3.6091 6.3065  0.686
O: 5.7219 4.8098 6.5932  -0.212
O: 4.2693 3.4079 5.0803  -0.241
O: 3.9870 3.3168 7.5513  -0.185
H: 3.6569 1.2929 7.5928  0.133
H: 4.0472 2.0206 9.1739  0.137
H: 6.0209 0.7411 7.8606  0.136
H: 6.3808 2.3495 8.5421  0.134
C: 6.0094 -1.6641 -1.9319  -0.171
C: 6.4719 -1.1858 -0.5607  -0.171
O: 5.9320 0.1279 -0.4234  -0.196
S: 4.5132 0.2025 -1.2159  0.675
O: 3.4595 0.0049 -0.2559  -0.233
O: 4.5545 1.3176 -2.1168  -0.213
O: 4.6795 -1.1675 -2.0778  -0.186
H: 6.6236 -1.2330 -2.7282  0.133
H: 6.0207 -2.7526 -2.0144  0.136
H: 7.5592 -1.1664 -0.4717  0.133
H: 6.0530 -1.8083 0.2361  0.134
C: 6.0522 5.3699 -1.3746  -0.157
C: 6.5644 6.7992 -1.5449  -0.170
O: 6.0254 7.5184 -0.4422  -0.181
S: 5.8960 6.5225 0.8358  0.669
O: 7.0435 6.7169 1.6780  -0.220
O: 4.5473 6.5899 1.3247  -0.232
O: 6.0870 5.1150 0.0350  -0.300
H: 5.0144 5.2833 -1.7102  0.138
H: 6.6668 4.6430 -1.9076  0.122
H: 6.2467 7.2460 -2.4888  0.141
H: 7.6468 6.8407 -1.4736  0.097
C: -11.4722 2.5308 1.2709  -0.159
C: -11.2596 1.3125 2.1586  -0.162
O: -10.2799 0.5258 1.4799  -0.212
S: -9.2718 1.5150 0.6760  0.643
O: -8.0991 1.7126 1.4815  -0.225
O: -9.2132 1.0858 -0.6951  -0.266
O: -10.1784 2.8585 0.7615  -0.176
H: -12.1218 2.2933 0.4233  0.137
H: -11.8899 3.3751 1.8222  0.144
H: -12.1769 0.7413 2.3081  0.142
H: -10.8479 1.5996 3.1309  0.139
C: 10.2931 2.3576 -1.0085  -0.170
C: 10.7111 2.8611 0.3671  -0.171
O: 10.2192 4.1982 0.4386  -0.176
S: 8.8422 4.3020 -0.4211  0.700
O: 7.7340 4.1722 0.4908  -0.217
O: 8.9792 5.3799 -1.3517  -0.220
O: 8.9921 2.9013 -1.2327  -0.188
H: 10.9603 2.7387 -1.7873  0.134
H: 10.2639 1.2675 -1.0578  0.133
H: 11.7930 2.8408 0.5064  0.138
H: 10.2313 2.2816 1.1620  0.133

***

Below is a structure of composition C29H32FeN5O2Se in a non-equilibrium geometry, with properties calculated with ωB97M-V/def2-TZVPD.

For the LUMO energy (spin up / spin down), the calculation gives -6.740 / -6.792 eV. The expectation value of S² is 8.7716. As for the spin multiplicity: 6. The total charge is +2. The energy is -5213.1920 a.u. As for the energy above the lowest of the compared OMol25 structures with the same formula, charge and spin: 99.2 kJ/mol. The calculation puts the HOMO energy (spin up / spin down) at -0.4782 / -0.4819 Eh. The calculation puts the frontier orbital gap (spin up / spin down) at 0.2305 / 0.2323 Ha.

Last column: Löwdin spin population.
Cartesian coordinates (Å):
Fe: 0.1523 -0.1766 -0.5898  4.046
C: -0.9519 -4.6047 4.8939  0.000
C: -0.5184 -3.4974 3.9957  0.003
C: 0.6043 -2.7316 4.2745  0.008
C: 1.0582 -1.7029 3.4251  0.005
C: 2.1292 -0.9075 3.8689  0.002
N: 2.6573 0.1295 3.2465  0.003
C: 3.6115 1.0021 3.9072  0.000
C: 3.9356 2.2665 3.1113  0.000
C: 5.1864 2.1417 2.2288  0.000
N: 5.0159 1.1584 1.1814  0.004
C: 4.1280 1.2070 0.1866  0.004
C: 3.3584 2.3184 -0.2473  0.009
C: 3.7838 3.6527 -0.2816  0.003
C: 2.9385 4.6824 -0.6885  0.005
C: 3.4435 6.0789 -0.8208  0.001
C: 1.6027 4.3916 -0.9442  -0.002
C: 1.1091 3.0768 -0.9061  0.007
C: -0.2921 2.8322 -1.0736  0.012
N: -0.8773 1.7011 -0.8929  0.084
C: -2.3091 1.6050 -1.0592  0.005
C: -2.6563 0.3545 -1.8698  0.004
C: -2.6624 -0.9309 -1.0365  0.008
N: -1.5287 -1.0726 -0.1285  0.065
C: -1.7078 -1.8908 0.8633  0.017
C: -0.8443 -2.1891 1.9519  0.004
C: -1.2461 -3.1878 2.8548  0.001
C: 0.3709 -1.4610 2.1763  0.004
O: 0.8199 -0.6159 1.3317  0.080
C: 2.0216 2.0026 -0.6887  0.010
O: 1.6811 0.7706 -0.8250  0.125
H: -0.4720 -4.5410 5.8667  0.000
H: -0.6885 -5.5671 4.4539  0.000
H: -2.0316 -4.5909 5.0240  0.000
H: 1.1519 -2.9171 5.1862  0.000
H: 2.5481 -1.1411 4.8419  0.000
H: 2.2613 0.3798 2.3432  0.000
H: 4.5305 0.4395 4.1062  0.000
H: 3.1986 1.2875 4.8800  0.000
H: 4.1175 3.0815 3.8105  0.000
H: 3.0818 2.5500 2.4935  0.000
H: 6.0390 1.8364 2.8364  0.000
H: 5.4153 3.1197 1.8055  0.000
H: 5.4413 0.2581 1.3515  0.000
H: 3.9022 0.2595 -0.2878  0.000
H: 4.8126 3.8855 -0.0564  0.000
H: 4.4891 6.1485 -0.5364  0.000
H: 2.8588 6.7551 -0.1989  0.000
H: 3.3448 6.4156 -1.8525  0.000
H: 0.9260 5.1991 -1.1772  0.000
H: -0.8926 3.7070 -1.3296  0.003
H: -2.7079 2.4970 -1.5575  0.002
H: -2.7709 1.5355 -0.0685  0.000
H: -1.9452 0.2794 -2.6953  0.002
H: -3.6507 0.4641 -2.3014  0.000
H: -2.6609 -1.7924 -1.7179  0.002
H: -3.5853 -0.9651 -0.4483  0.001
H: -2.6640 -2.4154 0.9108  0.003
H: -2.1554 -3.7318 2.6498  0.000
Se: 0.4195 -1.5185 -2.5094  0.363
C: 0.2465 -0.7355 -4.2704  0.048
C: 1.3346 -0.1474 -4.9078  0.020
C: 1.1612 0.3080 -6.2104  -0.002
N: 0.0090 0.2168 -6.8294  0.015
C: -1.0318 -0.3237 -6.2441  -0.001
C: -0.9639 -0.8333 -4.9541  0.021
H: 2.2932 -0.0548 -4.4226  0.002
H: 1.9740 0.7603 -6.7598  0.000
H: -1.9497 -0.3589 -6.8137  0.000
H: -1.8311 -1.3075 -4.5199  0.001

***

Below is a cluster of 6 separate species, C5H21O6S2 in total in a non-equilibrium geometry, with properties calculated with ωB97M-V/def2-TZVPD.

For the LUMO energy, the calculation gives 2.995 eV. The total charge is -1. The energy is -1450.9608 a.u. As for the energy above the lowest of the compared OMol25 structures with the same formula, charge and spin: 0.0 kJ/mol. The calculation puts the HOMO energy at -0.1885 Eh. The calculation puts the frontier orbital gap at 0.2986 Ha.

Last column: Löwdin charge in e.
Cartesian coordinates (Å):
C: -0.5801 -1.5826 0.0462  -0.297
C: -1.2217 -2.5193 0.9970  -0.336
O: -0.4875 -3.7098 1.1609  -0.076
C: -1.5326 -0.5972 -0.6204  -0.438
S: -2.3016 0.4822 0.7175  0.420
S: -1.0195 1.5348 1.7387  0.431
C: -0.0722 2.6720 0.6993  -0.578
C: 1.4015 2.2347 0.5133  -0.170
H: 0.3507 -1.1039 0.4410  0.098
H: -0.1066 -2.1788 -0.7502  0.106
H: -2.2454 -2.8752 0.7610  0.123
H: -1.4321 -1.9352 1.9432  0.108
H: -1.0228 -0.0020 -1.4054  0.053
H: -2.3546 -1.1114 -1.1033  0.070
H: -0.5807 2.8552 -0.2841  0.065
H: -0.1257 3.6987 1.1083  0.058
H: 2.1486 2.9503 0.8679  0.063
H: 1.6133 1.3562 1.1317  0.031
H: 1.6801 1.9751 -0.4831  0.040
H: 0.3735 -3.4413 1.5289  0.073
H: 1.9121 -1.0863 2.5999  0.020
O: 2.2454 -1.8089 2.0656  -0.100
H: 0.9836 -0.2826 -2.8425  0.002
H: -0.1717 -0.2330 -4.0146  0.015
O: 0.0722 0.2340 -3.2238  -0.195
H: 0.1374 1.8701 -2.7796  -0.017
H: 0.8636 3.1795 -2.6210  0.013
O: -0.0212 2.8488 -2.7843  -0.107
H: 2.2984 -0.6222 -1.0738  0.010
H: 1.4538 -2.0139 -2.1186  -0.022
O: 1.8966 -1.1902 -2.3565  -0.307
H: 3.6445 -0.7358 -0.4258  0.026
H: 2.7452 -1.3616 1.3296  0.002
O: 2.7907 -0.4073 -0.1335  -0.182

***

Below is the molecule C4H7NO, with properties calculated with ωB97M-V/def2-TZVPD.

For the LUMO energy, the calculation gives 0.950 eV. The energy is -286.5785 a.u. As for the energy above the lowest of the compared OMol25 structures with the same formula, charge and spin: 139.6 kJ/mol. The calculation puts the HOMO energy at -0.3460 Eh. The calculation puts the frontier orbital gap at 0.3810 Ha.

Last column: Löwdin charge in e.
Cartesian coordinates (Å):
O: 2.3215 1.4218 -0.5167  0.024
C: 1.8590 0.2998 -0.5706  -0.336
N: 0.5306 0.0219 -0.5761  -0.107
C: -0.5437 0.9677 -0.3075  -0.134
C: -1.4034 -0.1914 0.2488  -0.117
C: -0.1551 -1.0981 0.0729  -0.134
H: 2.4880 -0.6108 -0.6595  0.138
H: -0.2234 1.7031 0.4330  0.117
H: -0.9371 1.4671 -1.1971  0.118
H: -1.7411 -0.0317 1.2769  0.101
H: -2.2659 -0.4764 -0.3590  0.102
H: -0.2005 -1.9072 -0.6508  0.109
H: 0.2760 -1.4127 1.0356  0.118

***

Below is a cluster of 2 separate species, C5H10N in total in a non-equilibrium geometry, with properties calculated with ωB97M-V/def2-TZVPD.

For the LUMO energy (spin up / spin down), the calculation gives -5.022 / -5.290 eV. The total charge is +1. The energy is -250.7976 a.u. As for the energy above the lowest of the compared OMol25 structures with the same formula, charge and spin: 545.3 kJ/mol. The calculation puts the HOMO energy (spin up / spin down) at -0.4610 / -0.4425 Eh. The calculation puts the frontier orbital gap (spin up / spin down) at 0.2764 / 0.2481 Ha.

Last column: Löwdin charge in e.
Cartesian coordinates (Å):
C: -1.2737 1.3518 -0.5625  0.042
C: -1.4995 0.1889 -0.0416  -0.125
C: 0.8388 -0.7969 0.0314  -0.023
C: -2.1731 -0.8685 0.5406  -0.093
C: 2.5988 0.6448 -0.3231  0.093
N: 1.9947 -0.1853 0.4492  -0.024
H: -2.1153 1.8723 -1.0395  0.098
H: 0.4335 -1.6919 0.3519  0.056
H: 0.5675 -0.7686 -0.9693  0.063
H: -2.0175 -1.9569 -0.0134  0.174
H: -3.1944 -0.6240 0.3309  0.104
H: -1.7394 -0.9765 1.5550  0.119
H: -0.2457 1.9391 -0.6624  0.124
H: 3.5119 1.0406 0.0247  0.089
H: 2.0471 1.2065 -1.0912  0.112
H: 2.2663 -0.3754 1.4193  0.192